Model 1:
Molecular formula: C12H19N2O
Method: DFT, ωB97M-V/def2-TZVPD

Summary:
LUMO level ... -0.098 Ha
Total charge ... +1

Cartesian coordinates (Å):
C -0.889 -0.087 3.017
C -0.735 -0.671 1.707
C -0.610 0.042 0.070
N 0.161 1.227 -0.173
C -0.382 2.223 -0.911
C -1.814 2.217 -1.417
C 0.636 3.157 -1.115
N 1.666 2.798 -0.266
C 1.398 1.546 0.224
C 2.417 0.708 0.995
C -0.144 -1.155 -0.658
C -0.742 -1.204 -2.144
C -0.643 -2.325 0.139
C 0.285 -3.510 0.181
O -0.871 -1.931 1.556
H -0.346 0.894 2.908
H -0.676 -0.798 3.825
H -1.884 0.372 3.112
H -2.212 1.289 -1.249
H -2.480 2.899 -0.879
H -1.959 2.536 -2.508
H 0.626 4.061 -1.698
H 2.588 3.115 -0.088
H 2.142 -0.413 1.009
H 3.376 0.791 0.522
H 2.570 1.002 2.016
H 0.913 -1.143 -0.827
H -1.698 -0.772 -2.198
H -0.701 -2.195 -2.575
H -0.141 -0.531 -2.667
H -1.551 -2.721 -0.299
H 1.016 -3.445 0.941
H 0.877 -3.520 -0.773
H -0.194 -4.457 0.222

---

Model 2:
Molecular formula: C12H19N2O
Method: DFT, ωB97M-V/def2-TZVPD

Summary:
LUMO level ... -0.104 Ha
Total charge ... +1

Cartesian coordinates (Å):
C 0.499 2.282 -0.282
C 0.988 0.893 0.066
C 0.828 0.571 1.604
N 2.383 0.742 -0.333
C 3.054 -0.499 -0.028
C 2.222 -1.799 -0.510
N 0.729 -1.586 -0.236
C 0.232 -0.267 -0.670
O 0.504 -0.154 -1.987
C -1.255 -0.252 -0.365
C -2.132 0.581 -1.083
C -3.516 0.571 -0.861
C -4.077 -0.145 0.195
C -3.245 -0.898 0.959
C -1.901 -0.930 0.691
H 1.194 3.047 0.081
H -0.357 2.575 0.276
H 0.450 2.620 -1.264
H 1.381 1.094 2.344
H 1.239 -0.411 1.873
H -0.258 0.665 1.864
H 2.850 1.595 0.006
H 3.296 -0.687 1.026
H 3.964 -0.518 -0.564
H 2.429 -1.980 -1.534
H 2.437 -2.629 0.155
H 0.154 -2.240 -0.629
H 0.744 -1.759 0.747
H 1.330 0.344 -1.840
H -1.835 1.287 -1.827
H -4.161 1.148 -1.486
H -5.163 -0.198 0.440
H -3.667 -1.455 1.793
H -1.342 -1.606 1.380

---

model 2 wins, 187.0 kJ/mol ahead of the next structure.

---

Model 1:
Molecular formula: C2H10N3O
Method: DFT, ωB97M-V/def2-TZVPD

Summary:
LUMO level ... -0.113 Ha
Total charge ... +1

Cartesian coordinates (Å):
C 0.003 -1.455 1.393
N 1.097 -0.710 0.765
C 0.995 -0.005 -0.348
N 1.735 1.102 -0.560
N 0.076 -0.314 -1.273
H -0.068 -1.167 2.439
H -0.957 -1.200 0.945
H 0.158 -2.534 1.350
H 1.791 -0.350 1.401
H 1.292 1.982 -0.771
H 2.602 1.224 -0.060
H -0.332 0.485 -1.736
H -0.506 -1.123 -1.132
H -2.751 2.055 -1.090
H -2.874 0.633 -0.714
O -2.261 1.374 -0.609

---

Model 2:
Molecular formula: C2H10N3O
Method: DFT, ωB97M-V/def2-TZVPD

Summary:
LUMO level ... -0.130 Ha
Total charge ... +1

Cartesian coordinates (Å):
C -1.008 0.101 1.630
N -1.296 -0.569 0.297
C -0.593 -0.493 -0.798
N -0.603 -1.552 -1.712
N 0.068 0.713 -0.972
H -1.703 -0.402 2.307
H -1.131 1.215 1.569
H 0.058 -0.038 1.855
H -2.203 -0.822 0.125
H -1.128 -2.349 -1.459
H -0.362 -1.517 -2.674
H 0.586 0.702 -1.935
H 0.789 0.970 -0.201
H 2.590 0.614 0.911
H 3.310 1.836 0.255
O 2.627 1.593 0.802

---

Model 3:
Molecular formula: C2H10N3O
Method: DFT, ωB97M-V/def2-TZVPD

Summary:
LUMO level ... -0.111 Ha
Total charge ... +1

Cartesian coordinates (Å):
C -0.073 -1.407 1.422
N 1.141 -0.588 0.751
C 0.881 0.146 -0.388
N 1.713 1.158 -0.582
N -0.003 -0.261 -1.309
H 0.115 -1.355 2.559
H -1.120 -1.096 1.146
H -0.032 -2.466 1.107
H 2.026 -0.434 1.257
H 1.513 1.912 -1.231
H 2.539 1.284 -0.032
H -0.501 0.362 -1.964
H -0.272 -1.241 -1.296
H -2.600 2.087 -0.467
H -3.055 0.712 -0.653
O -2.272 1.186 -0.319

---

model 1 wins, 46.0 kJ/mol ahead of the next structure.

---

Model 1:
Molecular formula: C7H13NO3
Method: DFT, ωB97M-V/def2-TZVPD

Summary:
LUMO level ... 0.018 Ha

Cartesian coordinates (Å):
C -0.043 0.493 3.079
N 1.319 0.049 2.756
C 2.088 -0.825 3.489
O 3.099 -1.408 3.118
C 1.839 0.431 1.528
O 1.404 1.195 0.680
H -0.070 1.043 4.020
H -0.769 -0.338 3.082
H -0.334 1.180 2.271
H 1.702 -0.974 4.513
H 2.800 -0.102 1.418
C -1.025 -2.054 -3.052
C -1.002 -0.744 -2.306
C -1.530 0.338 -2.873
O -1.610 1.610 -2.361
C -0.693 1.859 -1.288
H -0.747 -1.926 -4.114
H -0.399 -2.814 -2.591
H -2.078 -2.442 -3.087
H -0.467 -0.703 -1.356
H -2.014 0.298 -3.849
H 0.352 1.679 -1.594
H -0.962 1.234 -0.434
H -0.861 2.922 -1.050

---

Model 2:
Molecular formula: C7H13NO3
Method: DFT, ωB97M-V/def2-TZVPD

Summary:
LUMO level ... 0.021 Ha

Cartesian coordinates (Å):
C 0.250 1.351 1.367
C 0.857 0.785 -0.853
C -0.553 -0.572 0.066
C 2.223 0.044 -0.761
C 0.373 1.229 -2.190
C -1.971 -0.818 -0.420
C -0.689 -0.638 2.561
N -0.452 0.090 1.340
O 0.361 2.036 2.332
O 0.723 1.704 0.193
O 0.208 -1.710 -0.046
H 2.953 0.717 -1.232
H 2.189 -0.856 -1.431
H 2.290 -0.240 0.368
H 0.713 0.472 -2.829
H 0.751 2.171 -2.620
H -0.734 1.355 -2.302
H -2.675 -0.292 0.230
H -2.292 -1.824 -0.324
H -2.331 -0.509 -1.476
H -0.455 0.080 3.437
H -1.704 -1.001 2.568
H 0.067 -1.383 2.761
H -0.103 -2.194 -0.739

---

model 1 wins, 69.9 kJ/mol ahead of the next structure.

---

Model 1:
Molecular formula: H3NO3PS
Method: DFT, ωB97M-V/def2-TZVPD

Summary:
LUMO level ... 0.150 Ha
Total charge ... -1

Cartesian coordinates (Å):
N 0.024 0.642 -0.493
O -2.668 1.011 -0.291
O 2.259 -0.052 0.796
O -1.631 -0.656 1.298
P 1.509 -0.161 -0.649
S -1.820 -0.143 -0.095
H 1.546 -0.130 1.345
H -0.228 0.996 -1.445
H 1.010 -1.508 -0.466

---

Model 2:
Molecular formula: H3NO3PS
Method: DFT, ωB97M-V/def2-TZVPD

Summary:
LUMO level ... 0.142 Ha
Total charge ... -1

Cartesian coordinates (Å):
N -0.487 1.314 0.775
O 1.342 -1.829 -0.925
O 0.236 0.284 -1.564
O -1.031 -1.719 -1.082
P -0.214 -0.164 1.389
S 0.137 -0.970 -0.742
H -1.442 1.672 0.818
H -0.330 1.389 -0.266
H 1.789 0.022 1.596

---

model 1 wins, 143.5 kJ/mol ahead of the next structure.

---

Model 1:
Molecular formula: C4H2F4
Method: DFT, ωB97M-V/def2-TZVPD

Summary:
LUMO level ... 0.025 Ha

Cartesian coordinates (Å):
C 1.144 0.462 0.882
C 0.178 -0.054 0.305
C -1.495 -0.713 -0.336
C -2.577 0.308 0.064
F -1.681 -1.968 0.245
F -2.282 1.369 -0.635
F -3.779 -0.130 -0.248
F -2.587 0.640 1.370
H 2.049 0.566 1.415
H -1.335 -0.941 -1.326

---

Model 2:
Molecular formula: C4H2F4
Method: DFT, ωB97M-V/def2-TZVPD

Summary:
LUMO level ... 0.008 Ha

Cartesian coordinates (Å):
C -0.147 0.038 -0.304
C -0.675 0.162 -1.504
C 0.610 0.855 0.660
C 0.015 -1.009 0.722
F 0.004 1.655 1.539
F 1.921 1.083 0.598
F 0.969 -1.938 0.649
F -0.891 -1.288 1.660
H -1.215 -0.646 -1.969
H -0.593 1.086 -2.051

---

model 1 wins, 24.5 kJ/mol ahead of the next structure.

---

Model 1:
Molecular formula: C6H14N4O
Method: DFT, ωB97M-V/def2-TZVPD

Summary:
LUMO level ... -0.304 Ha
Total charge ... +2

Cartesian coordinates (Å):
C 1.657 2.200 -0.053
N 1.551 0.684 -0.166
C 0.529 0.097 0.595
N -0.848 0.701 0.170
C -1.641 -0.209 -0.366
O -2.784 -0.132 -0.928
C -3.512 1.043 -1.313
N -1.068 -1.445 -0.198
C 0.122 -1.365 0.300
N 1.026 -2.244 0.560
C 2.321 -2.029 1.154
H 1.244 2.670 -0.951
H 2.761 2.308 0.088
H 1.062 2.574 0.714
H 1.515 0.412 -1.201
H 0.618 0.319 1.658
H -1.045 1.593 0.528
H -3.383 1.755 -0.418
H -4.538 0.876 -1.575
H -2.811 1.575 -2.060
H -1.563 -2.280 -0.655
H 0.822 -3.264 0.399
H 2.458 -2.463 2.079
H 3.042 -2.451 0.525
H 2.465 -0.927 1.115

---

Model 2:
Molecular formula: C6H14N4O
Method: DFT, ωB97M-V/def2-TZVPD

Summary:
LUMO level ... -0.344 Ha
Total charge ... +2

Cartesian coordinates (Å):
C -1.061 0.569 3.107
C -0.312 -0.162 2.107
O -0.278 -1.320 1.861
C 0.577 0.617 1.065
N 0.960 1.812 1.382
C 1.238 -0.120 0.002
N 0.447 -0.164 -1.254
C 0.926 0.848 -2.218
C -0.653 -1.044 -1.470
N -0.831 -2.200 -0.784
N -1.340 -0.846 -2.621
H -0.554 0.471 4.057
H -1.990 -0.033 3.252
H -1.117 1.549 3.047
H 1.661 2.203 0.845
H 0.642 2.517 2.035
H 2.306 0.287 -0.176
H 1.266 -1.211 0.430
H 0.102 1.154 -3.022
H 1.336 1.742 -1.664
H 1.764 0.388 -2.703
H -1.460 -3.033 -1.150
H -0.425 -2.383 0.115
H -1.959 -1.565 -3.004
H -1.245 -0.076 -3.240

---

Model 3:
Molecular formula: C6H14N4O
Method: DFT, ωB97M-V/def2-TZVPD

Summary:
LUMO level ... -0.310 Ha
Total charge ... +2

Cartesian coordinates (Å):
C 2.252 -0.547 0.218
C -2.364 -1.099 0.276
C 3.504 -0.425 -0.516
C 0.685 1.896 -1.105
C -3.768 0.562 1.195
C 0.970 -0.892 -0.411
N -0.356 1.025 -0.731
N -2.715 0.122 0.345
N -1.873 -2.166 0.351
N -0.247 -0.109 -0.354
O 2.450 -0.238 1.377
H 3.628 -0.001 -1.482
H 4.282 -0.005 0.193
H 3.613 -1.472 -0.674
H 1.491 1.496 -1.607
H 1.168 2.315 -0.168
H 0.359 2.752 -1.565
H -3.424 1.229 1.960
H -4.555 0.962 0.489
H -4.265 -0.257 1.723
H 1.218 -1.060 -1.450
H 0.539 -1.761 -0.019
H -2.306 0.987 -0.104
H -1.935 -3.166 0.003
H 1.649 -0.147 2.056

---

model 2 wins, 20.7 kJ/mol ahead of the next structure.

---

Model 1:
Molecular formula: C2H7N5O
Method: DFT, ωB97M-V/def2-TZVPD

Summary:
LUMO level ... 0.032 Ha

Cartesian coordinates (Å):
C 2.252 0.307 -0.321
N 0.851 -0.053 -0.336
C -0.888 0.634 -0.378
N -1.582 -2.109 0.365
N -0.911 1.625 0.565
N 0.478 -1.153 0.209
N -0.787 -0.970 0.447
O -1.502 0.647 -1.413
H -1.796 -2.321 -0.609
H -2.450 -1.910 0.848
H -1.263 2.522 0.271
H -0.237 1.579 1.313
H 2.866 -0.596 -0.339
H 2.505 0.880 0.577
H 2.465 0.917 -1.199

---

Model 2:
Molecular formula: C2H7N5O
Method: DFT, ωB97M-V/def2-TZVPD

Summary:
LUMO level (spin up / spin down) ... -0.002 / -0.002 Ha

Cartesian coordinates (Å):
C -0.124 0.709 0.049
C -0.152 -0.981 0.133
N -0.775 1.492 -0.895
N 1.007 -1.722 0.443
N -0.973 -1.554 -0.879
O 0.878 2.514 0.890
N 0.861 1.131 0.846
N -0.784 -0.186 1.043
H 1.649 2.709 1.444
H -0.977 2.415 -0.529
H -1.588 0.997 -1.238
H -0.459 -2.191 -1.478
H -1.709 -2.109 -0.459
H 1.504 -2.056 -0.374
H 1.643 -1.166 1.003

---

model 1 wins, 127.9 kJ/mol ahead of the next structure.

---

Model 1:
Molecular formula: C7H16N
Method: DFT, ωB97M-V/def2-TZVPD

Summary:
LUMO level ... -0.133 Ha
Total charge ... +1

Cartesian coordinates (Å):
C -0.650 0.522 -2.629
C -0.431 -0.820 -1.923
C 0.242 -0.971 -0.752
C 0.540 -2.366 -0.291
C 0.869 0.165 0.151
C -0.197 0.701 1.156
C -0.160 -0.016 2.459
N -0.193 2.236 1.296
H 0.362 0.808 -3.009
H -1.095 1.355 -2.021
H -1.383 0.368 -3.388
H -0.735 -1.658 -2.560
H -0.156 -3.094 -0.028
H 1.172 -2.970 -0.980
H 1.041 -2.218 0.724
H 1.326 1.046 -0.478
H 1.764 -0.094 0.619
H -1.118 0.536 0.580
H 0.854 -0.412 2.700
H -0.770 -0.931 2.394
H -0.581 0.558 3.317
H -1.128 2.511 1.124
H 0.081 2.595 2.307
H 0.441 2.654 0.595

---

Model 2:
Molecular formula: C7H16N
Method: DFT, ωB97M-V/def2-TZVPD

Summary:
LUMO level ... -0.233 Ha
Total charge ... +1

Cartesian coordinates (Å):
C -0.666 -2.304 2.065
C 0.617 -1.635 1.670
C 0.391 -0.581 0.621
C -0.312 0.269 -1.471
C 0.175 -0.796 -0.733
C 0.383 -2.190 -1.316
C -0.843 0.178 -2.840
N 0.571 5.860 1.439
H -0.521 -3.118 2.769
H -1.227 -2.632 1.184
H 1.013 -1.008 2.479
H 1.458 -2.282 1.375
H 0.116 0.391 1.026
H 1.091 6.221 2.217
H -0.351 1.219 -0.940
H 0.153 -2.953 -0.582
H -0.284 -2.295 -2.175
H 1.389 -2.298 -1.721
H -1.512 -0.691 -2.928
H -0.035 -0.032 -3.551
H -1.403 1.064 -3.113
H 0.661 6.269 0.530
H 0.421 4.872 1.457
H -1.285 -1.529 2.539

---

model 1 wins, 23.1 kJ/mol ahead of the next structure.